(w)
A 2-piece molecular cluster, CH5BrP2 overall, computed with wB97M-V/def2-TZVPD.

Calculated values
M: 158.9 g mol⁻¹
HOMO-LUMO gap (spin up / spin down): 7.71 / 7.25 eV
LUMO energy (spin up / spin down): -1.11 / -0.77 eV
Total charge: 0

```
9
CH5BrP2 wB97M-V/def2-TZVPD
C 2.628 0.281 -0.788
P -1.809 0.612 0.181
P -1.179 -1.273 1.072
Br 1.680 -0.133 0.926
H 2.759 -0.587 -1.371
H 2.362 1.154 -1.433
H -1.945 0.112 -1.024
H -3.221 0.639 0.099
H -1.275 -0.807 2.338
```

These are the Mulliken partial charges, in e, on atoms 1 to 6:
1. C -0.547
2. P -0.096
3. P -0.062
4. Br -0.044
5. H 0.305
6. H 0.307

(x)
A 2-piece molecular cluster, CH5BrP2 overall, computed with wB97M-V/def2-TZVPD.

Calculated values
M: 158.9 g mol⁻¹
HOMO-LUMO gap (spin up / spin down): 6.67 / 6.62 eV
LUMO energy (spin up / spin down): -2.04 / -2.25 eV
Total charge: 0

```
9
CH5BrP2 wB97M-V/def2-TZVPD
P -1.984 -1.127 1.891
P -1.121 0.725 2.205
Br -1.329 1.289 4.393
H -2.182 1.537 1.785
C 1.320 -0.484 -2.053
H 0.850 -1.451 -2.177
H 0.881 0.225 -2.744
H 1.181 -0.135 -1.039
H 2.384 -0.578 -2.261
```

These are the Mulliken partial charges, in e, on atoms 1 to 6:
1. P 0.048
2. P 0.039
3. Br -0.201
4. H 0.109
5. C -0.861
6. H 0.229

Stability, lowest: (w)

(w)
A 2-piece molecular cluster, C4H12N2 overall, computed with wB97M-V/def2-TZVPD.

Calculated values
M: 88.2 g mol⁻¹
HOMO-LUMO gap: 10.12 eV
LUMO energy: 1.10 eV
Total charge: 0

```
18
C4H12N2 wB97M-V/def2-TZVPD
C -3.331 2.888 1.302
N -2.721 1.868 0.890
C -3.486 0.626 0.825
H -4.410 2.842 1.493
H -2.851 3.848 1.463
H -3.706 0.282 -0.175
H -4.445 0.732 1.354
H -2.901 -0.037 1.461
C 2.140 -1.851 -0.050
C 2.970 -1.623 -1.323
N 3.644 -0.328 -1.239
H 1.750 -0.887 0.253
H 1.387 -2.610 -0.229
H 2.868 -2.186 0.690
H 3.765 -2.346 -1.499
H 2.324 -1.689 -2.210
H 3.057 0.411 -0.875
H 3.946 0.058 -2.129
```

These are the Mulliken partial charges, in e, on atoms 1 to 6:
1. C -0.227
2. N -0.353
3. C -0.673
4. H 0.201
5. H 0.257
6. H 0.255

(x)
One molecule with the formula C4H12N2, computed with wB97M-V/def2-TZVPD.

Calculated values
M: 88.2 g mol⁻¹
HOMO-LUMO gap: 9.53 eV
LUMO energy: 1.13 eV
Total charge: 0

```
18
C4H12N2 wB97M-V/def2-TZVPD
C 1.036 -1.180 2.033
C -0.133 -0.391 1.395
C 0.175 0.231 0.019
N 0.643 -0.770 -0.940
C -1.062 0.906 -0.609
N -0.758 1.369 -1.939
H 1.658 -0.515 2.631
H 1.715 -1.604 1.280
H 0.686 -2.118 2.457
H -0.930 -1.129 1.192
H -0.447 0.378 2.110
H 0.918 1.023 0.167
H 1.570 -1.093 -0.688
H 0.032 -1.578 -0.819
H -1.693 1.681 -0.160
H -1.884 0.155 -0.522
H -0.537 2.314 -2.195
H -0.316 0.663 -2.494
```

These are the Mulliken partial charges, in e, on atoms 1 to 6:
1. C -1.100
2. C -0.575
3. C 0.165
4. N -0.678
5. C -0.729
6. N -0.481

Stability, lowest: (w)

(w)
A 2-piece molecular cluster, C4H12N2 overall, computed with wB97M-V/def2-TZVPD.

Calculated values
M: 88.2 g mol⁻¹
HOMO-LUMO gap: 8.34 eV
LUMO energy: 0.90 eV
Total charge: 0

```
18
C4H12N2 wB97M-V/def2-TZVPD
C 1.197 -2.660 -0.400
C 1.705 -1.551 0.240
N 0.942 -0.461 0.642
C 1.541 0.839 0.459
H 0.154 -2.934 -0.426
H 1.918 -3.399 -0.846
H 2.787 -1.437 0.389
H -0.054 -0.492 0.395
H 0.868 1.575 0.912
H 2.515 0.840 0.911
H 1.630 1.028 -0.627
C -2.526 1.242 0.219
N -1.411 0.997 -0.712
H -3.447 1.530 -0.268
H -2.197 2.092 0.865
H -2.726 0.314 0.799
H -1.798 0.527 -1.548
H -1.098 1.949 -1.003
```

These are the Mulliken partial charges, in e, on atoms 1 to 6:
1. C -0.903
2. C 0.147
3. N -0.258
4. C -0.866
5. H 0.254
6. H 0.213

(x)
One molecule with the formula C4H12N2, computed with wB97M-V/def2-TZVPD.

Calculated values
M: 88.2 g mol⁻¹
HOMO-LUMO gap: 8.74 eV
LUMO energy: 1.10 eV
Total charge: 0

```
18
C4H12N2 wB97M-V/def2-TZVPD
C 0.992 -0.559 1.366
C 0.084 0.513 0.801
N -1.404 0.265 1.167
C -0.349 0.456 -0.630
C -0.765 -0.823 -1.328
N 1.215 0.883 -1.312
H 0.898 -0.599 2.456
H 2.021 -0.330 1.083
H 0.760 -1.557 0.986
H 0.360 1.515 1.122
H -2.036 1.056 1.097
H -1.710 -0.701 1.205
H -0.917 1.321 -0.969
H -0.462 -0.782 -2.376
H -0.316 -1.715 -0.886
H -1.853 -0.934 -1.314
H 1.934 0.163 -1.331
H 1.550 1.830 -1.137
```

These are the Mulliken partial charges, in e, on atoms 1 to 6:
1. C -1.380
2. C 0.401
3. N -0.650
4. C 0.333
5. C -1.440
6. N -0.741

Stability, lowest: (x)

(w)
A 2-piece molecular cluster, C4H12N2 overall, computed with wB97M-V/def2-TZVPD.

Calculated values
M: 88.2 g mol⁻¹
HOMO-LUMO gap: 9.63 eV
LUMO energy: 1.10 eV
Total charge: 0

```
18
C4H12N2 wB97M-V/def2-TZVPD
C 1.507 -2.805 -0.168
N 1.456 -1.559 -0.006
C 2.473 -0.862 0.719
H 0.632 -3.383 -0.467
H 2.332 -3.520 -0.061
H 2.026 -0.518 1.661
H 2.748 -0.016 0.061
H 3.376 -1.411 0.990
C -2.549 1.689 -0.882
C -1.704 1.287 0.344
N -0.297 1.001 0.057
H -2.429 1.083 -1.777
H -3.611 1.753 -0.612
H -2.234 2.718 -1.117
H -1.723 2.197 0.959
H -1.992 0.454 0.999
H -0.213 0.096 -0.383
H 0.200 1.798 -0.317
```

These are the Mulliken partial charges, in e, on atoms 1 to 6:
1. C -0.309
2. N -0.219
3. C -0.846
4. H 0.243
5. H 0.218
6. H 0.254

(x)
A 2-piece molecular cluster, C4H12N2 overall, computed with wB97M-V/def2-TZVPD.

Calculated values
M: 88.2 g mol⁻¹
HOMO-LUMO gap: 10.14 eV
LUMO energy: 1.12 eV
Total charge: 0

```
18
C4H12N2 wB97M-V/def2-TZVPD
C -3.471 -3.242 -1.673
N -3.125 -3.895 -0.655
C -1.674 -4.073 -0.476
H -4.532 -3.021 -1.887
H -2.695 -2.726 -2.270
H -1.537 -4.922 0.232
H -1.207 -4.396 -1.421
H -1.207 -3.129 -0.249
C 2.318 3.572 2.165
N 2.009 3.028 0.767
C 2.865 3.656 -0.277
H 2.529 4.637 2.167
H 3.261 3.098 2.461
H 1.542 3.258 2.849
H 2.389 2.076 0.756
H 3.740 4.070 0.150
H 3.003 3.014 -1.165
H 2.284 4.410 -0.827
```

These are the Mulliken partial charges, in e, on atoms 1 to 6:
1. C -0.245
2. N -0.384
3. C -0.780
4. H 0.250
5. H 0.248
6. H 0.267

(y)
A 2-piece molecular cluster, C4H12N2 overall, computed with wB97M-V/def2-TZVPD.

Calculated values
M: 88.2 g mol⁻¹
HOMO-LUMO gap: 9.63 eV
LUMO energy: 0.95 eV
Total charge: 0

```
18
C4H12N2 wB97M-V/def2-TZVPD
C 0.815 -2.562 1.262
C 1.167 -1.883 0.137
N 0.328 -1.282 -0.830
H 1.343 -3.492 1.471
H 0.246 -2.295 2.164
H 2.123 -2.341 -0.124
H -0.413 -1.928 -1.101
H -0.304 -0.531 -0.579
C -0.750 1.958 1.076
N -1.175 1.434 -0.271
C -0.117 1.861 -1.328
H -0.932 3.031 1.313
H 0.269 1.571 1.147
H -1.173 1.326 1.839
H -2.145 1.533 -0.520
H 0.881 1.455 -1.045
H -0.316 1.399 -2.287
H -0.164 2.944 -1.206
```

These are the Mulliken partial charges, in e, on atoms 1 to 6:
1. C -0.638
2. C -0.073
3. N -0.481
4. H 0.199
5. H 0.244
6. H 0.274

Stability, lowest: (y)

(w)
C4H12N2 as an isolated structure, computed with wB97M-V/def2-TZVPD.

Calculated values
M: 88.2 g mol⁻¹
HOMO-LUMO gap: 9.87 eV
LUMO energy: 0.93 eV
Total charge: 0

```
18
C4H12N2 wB97M-V/def2-TZVPD
C -0.541 -1.175 -0.070
C -0.478 -0.160 -1.252
C -0.473 1.345 -0.984
N 1.013 1.697 -0.095
C 0.700 -1.399 0.816
N 0.698 -0.657 2.080
H -1.309 -0.786 0.600
H -0.982 -2.071 -0.522
H 0.371 -0.374 -1.908
H -1.400 -0.377 -1.815
H -0.290 1.940 -1.846
H -1.478 1.615 -0.601
H 0.024 1.644 0.198
H 1.055 2.727 -0.210
H 1.588 -1.187 0.224
H 0.681 -2.463 1.069
H -0.229 -0.578 2.467
H 1.051 0.261 1.851
```

These are the Mulliken partial charges, in e, on atoms 1 to 6:
1. C -0.556
2. C -0.631
3. C -0.487
4. N -0.652
5. C -0.483
6. N -0.682

(x)
A 2-piece molecular cluster, C4H12N2 overall, computed with wB97M-V/def2-TZVPD.

Calculated values
M: 88.2 g mol⁻¹
HOMO-LUMO gap: 9.95 eV
LUMO energy: 0.81 eV
Total charge: 0

```
18
C4H12N2 wB97M-V/def2-TZVPD
C -3.043 -3.185 -1.790
N -2.662 -3.650 -0.689
C -1.634 -2.897 -0.001
H -3.964 -3.462 -2.305
H -2.480 -2.449 -2.374
H -1.156 -3.500 0.768
H -0.778 -2.610 -0.627
H -2.027 -2.041 0.541
C 1.983 4.066 1.205
N 2.279 3.078 0.152
C 2.486 1.752 0.713
H 2.818 4.204 1.886
H 1.074 3.881 1.796
H 1.785 4.996 0.669
H 1.374 3.058 -0.313
H 1.565 1.272 1.088
H 2.813 0.966 0.023
H 3.222 1.812 1.515
```

These are the Mulliken partial charges, in e, on atoms 1 to 6:
1. C -0.172
2. N -0.416
3. C -0.759
4. H 0.250
5. H 0.224
6. H 0.280

Stability, lowest: (w)

(w)
C4H12N2 as an isolated structure, computed with wB97M-V/def2-TZVPD.

Calculated values
M: 88.2 g mol⁻¹
HOMO-LUMO gap (spin up / spin down): 7.51 / 7.50 eV
LUMO energy (spin up / spin down): 0.46 / 0.46 eV
Total charge: 0

```
18
C4H12N2 wB97M-V/def2-TZVPD
C 0.381 -0.903 -0.102
C 0.406 1.481 0.032
C 2.452 -0.477 -0.329
C -2.460 -0.120 0.515
N 0.519 0.266 -0.757
N -1.482 -0.645 -0.398
H -1.838 -0.832 -1.331
H 0.356 -0.972 0.986
H 0.467 -1.822 -0.665
H 0.451 1.317 1.115
H -0.543 1.964 -0.209
H 1.204 2.167 -0.260
H 2.798 -0.394 -1.353
H 2.702 -1.452 0.087
H 2.790 0.328 0.316
H -2.884 0.845 0.185
H -2.008 0.053 1.498
H -3.309 -0.804 0.670
```

These are the Mulliken partial charges, in e, on atoms 1 to 6:
1. C -0.281
2. C -0.850
3. C -1.032
4. C -0.782
5. N -0.220
6. N -0.464

(x)
One molecule with the formula C4H12N2, computed with wB97M-V/def2-TZVPD.

Calculated values
M: 88.2 g mol⁻¹
HOMO-LUMO gap: 9.97 eV
LUMO energy: 1.08 eV
Total charge: 0

```
18
C4H12N2 wB97M-V/def2-TZVPD
C -1.873 -0.121 -1.334
N -0.778 -1.121 -0.995
C 0.460 -0.367 -0.695
C 0.887 0.019 0.726
C 1.629 1.379 0.715
N -0.178 0.061 1.713
H -1.619 0.790 -0.786
H -2.071 0.061 -2.400
H -2.755 -0.578 -0.872
H -0.686 -1.731 -1.795
H 1.275 -0.901 -1.195
H 0.490 0.551 -1.324
H 1.646 -0.664 1.098
H 2.150 1.644 1.656
H 1.142 2.374 0.839
H 2.347 1.480 -0.105
H -0.605 -0.853 1.801
H -0.897 0.728 1.464
```

These are the Mulliken partial charges, in e, on atoms 1 to 6:
1. C -0.835
2. N -0.409
3. C -0.954
4. C 0.520
5. C -1.481
6. N -0.671

(y)
A 2-piece molecular cluster, C4H12N2 overall, computed with wB97M-V/def2-TZVPD.

Calculated values
M: 88.2 g mol⁻¹
HOMO-LUMO gap: 9.73 eV
LUMO energy: 1.04 eV
Total charge: 0

```
18
C4H12N2 wB97M-V/def2-TZVPD
C 1.677 0.018 2.290
C 1.431 -1.261 1.929
C 0.250 -1.922 1.025
H 2.401 0.361 3.075
H 0.960 0.892 1.940
H 2.192 -1.961 2.248
H 0.616 -2.250 0.014
H -0.417 -1.038 0.812
H -0.228 -2.805 1.450
N -0.248 1.452 -0.668
C -1.520 1.112 -1.344
N -1.329 0.504 -2.626
H 0.345 2.164 -1.087
H 0.289 0.550 -0.627
H -1.984 2.046 -1.554
H -2.112 0.466 -0.705
H -1.626 -0.434 -2.787
H -0.423 0.635 -3.123
```

These are the Mulliken partial charges, in e, on atoms 1 to 6:
1. C -0.568
2. C -0.049
3. C -0.702
4. H 0.251
5. H 0.171
6. H 0.274

Stability, lowest: (w)

(w)
One molecule with the formula C4H12N2, computed with wB97M-V/def2-TZVPD.

Calculated values
M: 88.2 g mol⁻¹
HOMO-LUMO gap: 9.98 eV
LUMO energy: 1.16 eV
Total charge: 0

```
18
C4H12N2 wB97M-V/def2-TZVPD
N -0.553 1.103 2.212
C -1.131 0.879 0.887
C -0.199 0.992 -0.376
C 1.026 0.107 -0.350
C 0.617 -1.415 -0.456
N 0.000 -1.653 -1.760
H -0.807 1.972 2.651
H 0.454 1.025 2.138
H -1.440 -0.156 0.827
H -2.016 1.501 0.874
H 0.006 2.056 -0.548
H -0.871 0.694 -1.192
H 1.789 0.334 -1.092
H 1.566 0.247 0.616
H -0.247 -1.476 0.193
H 1.465 -2.052 -0.177
H -0.323 -2.602 -1.919
H 0.663 -1.557 -2.529
```

These are the Mulliken partial charges, in e, on atoms 1 to 6:
1. N -0.516
2. C -0.632
3. C -0.580
4. C -0.519
5. C -0.530
6. N -0.535

(x)
One molecule with the formula C4H12N2, computed with wB97M-V/def2-TZVPD.

Calculated values
M: 88.2 g mol⁻¹
HOMO-LUMO gap: 9.95 eV
LUMO energy: 1.18 eV
Total charge: 0

```
18
C4H12N2 wB97M-V/def2-TZVPD
C 1.750 -1.263 0.154
C 0.759 -0.149 -0.049
N 1.033 0.936 0.948
C -0.734 -0.685 0.041
C -1.709 0.346 -0.171
N -1.242 1.430 -0.951
H 1.683 -1.954 -0.683
H 1.640 -1.844 1.070
H 2.732 -0.831 -0.007
H 0.882 0.344 -1.075
H 1.069 0.593 1.905
H 1.853 1.539 0.882
H -0.836 -1.436 -0.853
H -1.115 -1.321 0.921
H -2.254 0.653 0.727
H -2.499 -0.088 -0.771
H -1.994 1.500 -1.666
H -1.018 2.229 -0.423
```

These are the Mulliken partial charges, in e, on atoms 1 to 6:
1. C -1.520
2. C 0.451
3. N -0.635
4. C -0.688
5. C -0.568
6. N -0.499

Stability, lowest: (x)

(w)
A 2-piece molecular cluster, C4H12N2 overall, computed with wB97M-V/def2-TZVPD.

Calculated values
M: 88.2 g mol⁻¹
HOMO-LUMO gap: 9.02 eV
LUMO energy: 0.89 eV
Total charge: 0

```
18
C4H12N2 wB97M-V/def2-TZVPD
C 1.407 3.779 -0.382
C 1.605 2.964 0.703
N 0.920 2.706 1.848
H 0.472 4.501 -0.518
H 2.000 3.842 -1.288
H 2.496 2.286 0.597
H 1.253 1.814 2.261
H 0.420 3.348 2.479
C -0.937 -1.476 -0.098
C -0.550 -2.958 -0.772
N -1.822 -3.615 -1.018
H -1.798 -1.997 0.463
H -0.110 -1.197 0.650
H -0.997 -0.623 -0.827
H 0.187 -2.529 -1.630
H -0.148 -3.532 0.109
H -1.766 -4.434 -1.710
H -2.632 -2.881 -0.867
```

These are the Mulliken partial charges, in e, on atoms 1 to 6:
1. C -0.775
2. C 0.196
3. N -0.447
4. H 0.164
5. H 0.255
6. H 0.182

(x)
One molecule with the formula C4H12N2, computed with wB97M-V/def2-TZVPD.

Calculated values
M: 88.2 g mol⁻¹
HOMO-LUMO gap: 10.01 eV
LUMO energy: 1.07 eV
Total charge: 0

```
18
C4H12N2 wB97M-V/def2-TZVPD
N -1.006 -0.454 -2.460
C -1.209 -0.646 -1.023
C 0.104 -0.988 -0.290
C 0.035 -0.526 1.194
C 0.371 0.951 1.547
N 1.618 1.389 0.925
H -0.138 -0.898 -2.752
H -0.874 0.467 -2.823
H -1.902 -1.523 -0.935
H -1.730 0.268 -0.654
H 1.007 -0.472 -0.862
H 0.273 -2.053 -0.278
H 0.791 -1.123 1.677
H -1.014 -0.717 1.351
H -0.415 1.695 1.442
H 0.591 0.797 2.611
H 1.848 2.238 1.401
H 1.649 1.594 -0.070
```

These are the Mulliken partial charges, in e, on atoms 1 to 6:
1. N -0.655
2. C -0.425
3. C -0.511
4. C -0.746
5. C -0.467
6. N -0.578

(y)
A 2-piece molecular cluster, C4H12N2 overall, computed with wB97M-V/def2-TZVPD.

Calculated values
M: 88.2 g mol⁻¹
HOMO-LUMO gap: 10.18 eV
LUMO energy: 0.80 eV
Total charge: 0

```
18
C4H12N2 wB97M-V/def2-TZVPD
C 0.728 -3.376 -0.846
C 0.918 -2.170 -1.380
C 2.091 -1.652 -2.133
H -0.059 -3.516 -0.121
H 1.504 -4.117 -0.989
H 0.088 -1.470 -1.269
H 2.034 -1.885 -3.206
H 2.989 -2.108 -1.729
H 2.052 -0.564 -2.174
N -1.171 1.204 1.723
C -1.677 2.455 1.146
N -1.232 3.639 1.880
H -0.315 0.836 1.351
H -1.876 0.496 1.589
H -2.754 2.374 1.300
H -1.491 2.648 0.091
H -1.601 3.673 2.829
H -0.227 3.532 1.939
```

These are the Mulliken partial charges, in e, on atoms 1 to 6:
1. C -0.763
2. C 0.096
3. C -0.986
4. H 0.263
5. H 0.259
6. H 0.274

Stability, lowest: (w)